1.
# C17H24MnN3S2Si2

C17H24MnN3S2Si2 as an isolated structure (ωB97M-V with the def2-TZVPD basis set, the Open Molecules 2025 dataset).

Values from the calculation:
Net charge ... -1
Electronic energy ... -3352.87532 a.u.
Kohn-Sham gap (spin up / spin down) ... 6.474 / 6.111 eV
Multiplicity ... 2
HOMO (spin up / spin down) ... -3.94 / -3.58 eV
⟨S²⟩ ... 0.84
LUMO (spin up / spin down) ... 0.09320 / 0.09318 Eh

```
49
C17H24MnN3S2Si2, DFT ωB97M-V with the def2-TZVPD basis set
Mn 0.43 0.72 -0.91
C -0.65 -0.40 2.47
Si -0.88 -0.63 0.57
C -2.79 -0.58 0.39
C -0.46 -2.49 0.33
C -0.85 -3.50 1.22
C -0.50 -4.83 0.99
C 0.23 -5.16 -0.14
C 0.61 -4.17 -1.03
C 0.28 -2.83 -0.81
Si 0.71 -1.38 -1.99
C 2.45 -1.84 -2.66
C -0.40 -1.71 -3.52
H -1.25 -1.12 3.04
H -0.95 0.60 2.80
H 0.40 -0.54 2.75
H -3.28 -1.29 1.07
H -3.09 -0.83 -0.63
H -3.18 0.42 0.62
H -1.42 -3.25 2.11
H -0.80 -5.60 1.69
H 0.51 -6.20 -0.32
H 1.18 -4.45 -1.91
H 2.48 -2.83 -3.13
H 3.21 -1.83 -1.87
H 2.77 -1.11 -3.42
H -0.24 -2.72 -3.92
H -0.18 -0.99 -4.32
H -1.45 -1.61 -3.26
S 1.55 2.38 -2.48
C 0.82 3.34 -1.29
N 0.08 2.77 -0.36
C -0.46 3.68 0.52
C -1.31 3.37 1.58
C -1.78 4.40 2.38
C -1.41 5.72 2.14
C -0.57 6.04 1.08
C -0.10 5.01 0.28
S 0.93 5.09 -1.12
H -1.60 2.34 1.75
H -2.45 4.17 3.20
H -1.79 6.51 2.78
H -0.29 7.07 0.89
N 2.60 -0.54 0.89
N 2.27 0.66 0.17
H 3.48 -0.91 0.54
H 1.88 -1.22 0.65
H 2.92 0.82 -0.60
H 2.35 1.44 0.81
```

=====

2.
# C16H31NP2PdS

C16H31NP2PdS as an isolated structure (ωB97M-V with the def2-TZVPD basis set, the Open Molecules 2025 dataset).

Values from the calculation:
Net charge ... +2
Electronic energy ... -1890.80412 a.u.
Kohn-Sham gap (spin up / spin down) ... 7.071 / 5.408 eV
Multiplicity ... 5
HOMO (spin up / spin down) ... -13.89 / -13.90 eV
⟨S²⟩ ... 6.02
LUMO (spin up / spin down) ... -0.25048 / -0.31194 Eh
Energy above the lowest of the compared OMol25 structures with the same formula, charge and spin ... 243.33 kJ/mol

```
52
C16H31NP2PdS, DFT ωB97M-V with the def2-TZVPD basis set
P 0.24 -1.79 -4.72
P 0.32 2.06 -5.33
C -0.03 -0.68 -6.19
C 0.73 0.64 -6.31
H -1.12 -0.53 -6.21
H 0.20 -1.33 -7.06
H 1.82 0.51 -6.19
H 0.57 1.04 -7.32
C -0.94 3.05 -6.18
H -1.23 3.93 -5.59
H -1.84 2.47 -6.41
H -0.49 3.39 -7.12
C 1.71 3.18 -5.31
H 1.65 3.76 -6.24
H 2.65 2.62 -5.31
H 1.70 3.89 -4.47
C -0.50 -3.28 -5.55
H -0.43 -4.13 -4.86
H 0.07 -3.47 -6.47
H -1.55 -3.07 -5.78
C 1.96 -2.38 -4.86
H 2.68 -1.56 -4.81
H 2.07 -2.89 -5.83
H 2.15 -3.10 -4.05
Pd 2.46 -1.08 -1.07
C -0.45 2.07 -3.65
C -1.56 1.16 -3.38
C -2.80 1.00 -4.12
C -3.49 -0.36 -3.77
C -2.60 -1.57 -3.75
C -1.25 -1.54 -3.74
C 1.23 0.23 -3.07
C 0.80 1.59 -2.78
C 1.57 -2.38 0.17
H -0.68 3.14 -3.41
H -1.54 0.75 -2.36
H -2.58 1.14 -5.18
H -3.49 1.82 -3.85
H -3.99 -0.24 -2.79
H -4.26 -0.59 -4.51
H -3.13 -2.54 -3.56
H -0.80 -1.47 -2.73
H 2.05 0.08 -3.80
H 0.84 -0.63 -2.46
H 0.59 1.70 -1.71
H 1.67 2.24 -2.95
H 1.80 -2.19 1.22
H 2.04 -3.32 -0.13
H 0.49 -2.46 0.05
S 0.85 -0.01 0.24
C 1.68 0.38 1.62
N 2.17 0.73 2.65
```

=====

3.
# C8H16Cl2OTi

C8H16Cl2OTi as an isolated structure (ωB97M-V with the def2-TZVPD basis set, the Open Molecules 2025 dataset).

Values from the calculation:
Net charge ... -1
Electronic energy ... -2159.51762 a.u.
Kohn-Sham gap (spin up / spin down) ... 5.245 / 5.249 eV
Multiplicity ... 2
HOMO (spin up / spin down) ... -2.27 / -2.35 eV
⟨S²⟩ ... 0.76
LUMO (spin up / spin down) ... 0.10913 / 0.10652 Eh
Energy above the lowest of the compared OMol25 structures with the same formula, charge and spin ... 25.02 kJ/mol

```
28
C8H16Cl2OTi, DFT ωB97M-V with the def2-TZVPD basis set
Ti -1.28 1.08 0.88
Cl -2.96 -0.11 0.08
Cl -2.36 2.83 1.63
C 0.19 1.62 -1.07
H 0.77 2.32 -1.71
H -0.92 2.01 -1.03
C 0.12 -0.43 0.40
C 0.79 0.37 -0.83
H 0.84 -0.33 1.24
C 1.00 -0.50 -2.12
H 1.85 0.51 -0.49
C -0.25 -1.32 -2.37
H 1.24 0.15 -2.98
H 1.89 -1.12 -1.92
C -0.40 -2.40 -1.29
H -1.13 -0.64 -2.36
H -0.19 -1.78 -3.37
C -0.25 -1.89 0.16
H -1.38 -2.87 -1.41
H 0.37 -3.18 -1.47
H -1.21 -2.08 0.68
H 0.50 -2.52 0.66
C 0.35 1.63 3.48
O 0.24 1.71 2.07
H -0.24 0.77 3.80
H -0.08 2.54 3.89
H 1.41 1.51 3.74
H 1.07 2.10 1.69
```

=====

4.
# C5H27NO7

A 8-piece molecular cluster, C5H27NO7 overall (ωB97M-V with the def2-TZVPD basis set, the Open Molecules 2025 dataset).

Values from the calculation:
Electronic energy ... -788.02725 a.u.
Kohn-Sham gap ... 9.536 eV
Multiplicity ... 1
HOMO ... -9.21 eV
SMILES string ... CCNC(C)C.O.O.O.O.O.O.O
LUMO ... 0.01185 Eh
Energy above the lowest of the compared OMol25 structures with the same formula, charge and spin ... 351.09 kJ/mol

```
40
C5H27NO7, DFT ωB97M-V with the def2-TZVPD basis set
C -1.52 -1.69 -2.61
C -1.21 -1.86 -1.17
N -0.33 -0.67 -0.64
C -0.04 -1.65 1.64
C -0.48 -0.39 0.83
C 0.61 0.65 1.14
H -0.82 -2.27 -3.13
H -2.58 -1.98 -2.82
H -1.36 -0.64 -2.97
H -0.47 -2.76 -1.04
H -2.18 -2.01 -0.74
H 0.65 -0.79 -0.82
H 0.32 -1.44 2.71
H 0.88 -2.03 1.20
H -0.85 -2.29 1.61
H -1.52 0.05 1.03
H 0.53 1.24 2.03
H 0.60 1.38 0.33
H 1.62 0.27 1.20
H 2.39 1.06 -3.32
H 1.05 0.88 -2.64
O 1.72 0.42 -3.06
H -1.17 2.05 -2.28
H -0.77 0.68 -1.52
O -0.45 1.47 -1.94
H -3.09 0.72 4.08
H -2.01 1.75 3.93
O -2.93 1.59 4.00
H 4.52 -1.63 0.91
H 3.16 -1.29 0.73
O 3.58 -1.91 1.32
H -0.97 2.96 2.26
H 0.02 3.33 3.56
O -0.36 2.68 3.00
H 2.28 -1.31 -2.85
H 3.74 -1.76 -2.68
O 2.92 -1.86 -2.48
H -2.50 3.39 0.61
H -1.45 2.45 0.05
O -1.55 3.21 0.56
```